Record 1
Entry from OMol25: a 12-piece molecular cluster, H24O12 overall (ωB97M-V/def2-TZVPD).

## Properties
- SMILES: O.O.O.O.O.O.O.O.O.O.O.O
- Kohn-Sham gap: 9.97 eV
- Energy above the lowest of the compared OMol25 structures with the same formula, charge and spin: 21.2 kcal/mol
- Electronic energy: -24960.77559 eV

```
! wB97M-V def2-TZVPD RIJCOSX def2/J DEFGRID3
* xyz 0 1
O 2.405 -1.189 0.408
O 0.169 0.263 -0.300
O -0.566 -0.136 2.312
O 2.658 0.044 -1.962
O 0.973 2.813 -1.041
O -2.308 -2.085 -2.765
O -2.958 -1.567 1.977
O 0.293 2.509 2.139
O -0.025 -2.712 -0.544
O 2.646 1.176 1.790
O -2.622 0.179 -0.506
O -1.036 0.576 -3.132
H -2.909 -1.338 -2.796
H 0.591 2.984 1.354
H -0.791 0.105 -0.235
H -1.394 0.657 -2.237
H -2.151 -1.022 2.021
H 2.542 -0.671 -2.596
H 3.038 -0.919 -0.275
H -0.508 -3.114 0.188
H 1.048 1.936 2.355
H -1.268 1.411 -3.552
H -3.423 -1.386 2.801
H -1.668 -1.852 -2.085
H 0.540 -0.070 0.524
H 0.723 1.872 -1.154
H 3.443 1.238 2.330
H 0.551 -2.052 -0.132
H -0.217 -0.383 3.176
H -3.234 0.784 -0.941
H 2.571 0.232 1.530
H -3.048 -0.045 0.339
H 1.805 0.104 -1.509
H 1.829 2.780 -0.601
H 2.804 -1.966 0.823
H -0.503 0.848 2.296
*
```

Record 2
Entry from OMol25: C18H18N4O2S as an isolated structure (ωB97M-V/def2-TZVPD).

## Properties
- Kohn-Sham gap: 7.81 eV
- Energy above the lowest of the compared OMol25 structures with the same formula, charge and spin: 366.9 kcal/mol
- Electronic energy: -39834.14080 eV

```
! wB97M-V def2-TZVPD RIJCOSX def2/J DEFGRID3
* xyz 0 1
S -4.000 1.858 0.658
O 3.434 -1.856 -1.034
O -0.881 2.796 -0.941
N -5.014 -0.427 1.293
N -4.562 -1.830 -0.295
N -1.377 0.833 -0.866
N -3.911 -0.710 -0.697
C 5.084 -0.353 2.362
C -5.095 -1.721 0.779
C 2.269 -1.266 -0.951
C -3.256 2.338 -0.905
C 6.323 1.213 1.075
C 1.024 0.890 -0.857
C 6.022 0.500 -0.078
C 4.748 -0.862 1.244
C 2.370 0.284 -1.085
C -0.151 0.118 -1.065
C 4.620 -1.269 -1.053
C -1.801 2.159 -0.944
C -0.169 -1.292 -0.814
C 5.981 1.061 2.190
C -4.312 0.145 0.458
C -5.967 -2.862 1.383
C 1.142 -2.087 -0.934
C 5.113 -0.363 -0.253
H 3.953 -1.784 1.365
H -1.039 -1.777 -0.889
H 5.422 -2.128 -1.573
H 7.049 2.056 0.720
H -3.440 3.583 -0.884
H -4.447 -2.616 -0.841
H -3.678 1.722 -1.609
H -6.914 -3.094 0.816
H 0.987 1.915 -1.055
H -5.277 -3.785 1.646
H 6.353 0.928 -1.182
H -6.600 -2.614 2.255
H 4.690 -0.573 3.322
H 3.055 0.854 -0.883
H -2.308 0.233 -0.804
H 1.146 -2.982 -0.724
H 6.294 1.498 3.109
H 4.724 -0.469 -2.078
*
```

Record 3
Entry from OMol25: a 3-piece molecular cluster, C3H14N2O overall (ωB97M-V/def2-TZVPD).

## Properties
- Kohn-Sham gap (spin up / spin down): 10.52 / 3.48 eV
- Energy above the lowest of the compared OMol25 structures with the same formula, charge and spin: 79.8 kcal/mol
- ⟨S²⟩: 0.7526
- Electronic energy: -8326.26986 eV

```
! wB97M-V def2-TZVPD RIJCOSX def2/J DEFGRID3
* xyz 3 2
O 0.202 0.018 4.320
N 1.487 -0.400 0.406
N -1.867 -0.751 -2.773
C -0.617 -0.384 -1.061
C 0.015 0.875 -1.471
C 0.818 0.879 0.053
H 2.257 -0.398 1.047
H -2.166 -1.503 -3.341
H -1.569 -0.513 -0.610
H -1.398 -0.325 -3.575
H 0.829 -1.192 0.833
H -2.623 -0.112 -2.547
H 0.192 1.156 0.870
H -0.301 -0.332 4.951
H 1.918 -0.884 -0.491
H 0.983 0.352 4.869
H 0.967 1.036 -2.116
H -0.134 -1.194 -1.450
H 1.548 1.731 -0.114
H -0.755 1.875 -1.439
*
```

Record 4
Entry from OMol25: C2HCdFO2 as an isolated structure (ωB97M-V/def2-TZVPD).

## Properties
- Kohn-Sham gap (spin up / spin down): 7.10 / 5.94 eV
- Energy above the lowest of the compared OMol25 structures with the same formula, charge and spin: 96.5 kcal/mol
- Electronic energy: -13458.05750 eV

```
! wB97M-V def2-TZVPD RIJCOSX def2/J DEFGRID3
* xyz 0 1
Cd -1.272 -1.048 -1.480
F 0.539 -1.180 1.684
O -1.476 1.029 -0.065
O 0.704 0.330 -1.123
C -0.372 0.759 -0.576
C 0.617 -0.329 0.551
H 1.260 0.439 1.009
*
```

Record 5
Entry from OMol25: C31H41CsN6O5S2 as an isolated structure (ωB97M-V/def2-TZVPD).

## Properties
- Kohn-Sham gap: 7.01 eV
- Energy above the lowest of the compared OMol25 structures with the same formula, charge and spin: 5.0 kcal/mol
- Electronic energy: -74210.27515 eV

```
! wB97M-V def2-TZVPD RIJCOSX def2/J DEFGRID3
* xyz 0 1
Cs 1.265 -0.291 -0.919
S -1.628 -1.704 1.407
S -0.072 -0.429 -3.875
O -0.664 -0.872 2.207
O 1.016 -1.183 -3.264
O -1.178 -1.211 -4.391
O 2.744 1.000 0.733
O 2.221 1.837 2.690
N 1.462 1.124 7.538
N -0.426 0.691 -2.867
N 1.844 3.147 6.499
N 1.465 1.292 5.173
N -0.850 2.235 -0.787
N 2.384 -1.555 1.988
C -2.557 -0.569 0.365
C -2.541 4.455 -0.842
C -0.459 -4.146 -1.634
C 1.581 1.794 6.339
C 2.156 1.977 -6.248
C 0.043 -4.134 -2.927
C -0.990 3.012 0.257
C -2.920 -2.182 2.567
C 2.687 0.854 1.936
C -2.413 3.646 -1.995
C 1.060 -0.090 4.982
C -1.539 2.542 -1.922
C 0.654 0.355 -5.313
C -4.010 -3.030 1.924
C 3.422 -0.524 4.073
C 1.580 1.375 -5.141
C 1.775 -4.351 -0.764
C -2.067 1.966 -4.215
C 1.806 1.560 -7.527
C 2.276 -1.014 4.960
C 3.183 -0.470 2.551
C 0.295 -0.060 -6.586
C -2.941 3.077 -4.267
C 2.278 -4.337 -2.059
C 0.876 0.543 -7.694
C 1.411 -4.236 -3.137
C 0.406 -4.256 -0.552
C -3.157 0.623 1.084
C -1.351 1.683 -3.070
C -1.829 4.149 0.282
C -3.118 3.907 -3.200
H 4.260 -1.212 4.223
H 1.802 -4.193 -4.146
H 0.528 -0.151 4.033
H -3.307 -1.185 -0.142
H 2.673 -1.133 5.973
H 3.348 -4.390 -2.226
H 2.524 3.365 7.211
H -2.378 -2.746 3.328
H 1.957 -2.011 4.643
H -4.080 0.359 1.604
H 1.129 0.176 7.482
H -4.682 -3.417 2.689
H -1.985 1.334 -5.089
H 2.051 1.646 3.661
H 0.596 0.217 -8.688
H -1.854 -0.272 -0.416
H 4.171 -0.546 2.089
H -0.626 -3.999 -3.767
H 2.875 2.776 -6.115
H -0.441 -0.847 -6.694
H -4.612 -2.454 1.220
H 1.409 -1.492 2.270
H -3.307 -1.281 3.045
H -1.526 -4.052 -1.466
H 0.013 -4.246 0.457
H 2.752 -2.450 2.283
H -3.387 1.405 0.361
H 1.838 1.707 -4.141
H 2.448 -4.398 0.084
H -3.585 -3.883 1.391
H 1.032 1.657 8.278
H -3.783 4.762 -3.247
H -0.417 2.744 1.143
H -3.205 5.312 -0.874
H -2.449 1.030 1.806
H -1.892 4.747 1.181
H 0.334 -0.427 5.733
H 2.256 2.032 -8.392
H 2.028 3.608 5.620
H 3.786 0.445 4.425
H -3.474 3.262 -5.193
*
```

Record 6
Entry from OMol25: the molecule C24H29N3O6S (ωB97M-V/def2-TZVPD).

## Properties
- SMILES: COc1ccc(NC(=O)CN(c2ccc(C(C)C)cc2)S(=O)(=O)c2c(C)noc2C)cc1OC
- Kohn-Sham gap: 8.13 eV
- Energy above the lowest of the compared OMol25 structures with the same formula, charge and spin: 68.3 kcal/mol
- Electronic energy: -52947.43646 eV

```
! wB97M-V def2-TZVPD RIJCOSX def2/J DEFGRID3
* xyz 0 1
S -0.982 -1.373 -0.542
O 6.788 0.581 1.121
O 5.216 -1.842 1.429
O 1.399 2.224 -2.185
O -0.666 -1.372 0.855
O -0.061 -2.047 -1.420
O -4.395 -3.312 -0.483
N 1.770 0.179 -1.228
N -4.381 -2.929 -1.784
N -1.150 0.179 -1.124
C 1.047 1.101 -1.891
C 5.549 0.375 0.590
C -2.943 -1.656 -3.299
C -3.297 -2.233 -1.984
C -3.305 -2.850 0.137
C -3.319 1.736 1.416
C -3.100 -3.145 1.571
C -0.351 0.567 -2.269
C -3.397 3.838 3.675
C 3.823 1.444 -0.751
C 3.038 0.306 -0.645
C -1.734 1.160 -0.304
C -3.649 4.121 2.193
C -2.558 -2.139 -0.769
C 4.403 -2.981 1.561
C -5.150 4.190 1.901
C 4.745 -0.776 0.703
C -2.983 3.081 1.326
C 7.459 -0.427 1.843
C -1.386 2.504 -0.399
C 5.059 1.457 -0.136
C 3.506 -0.787 0.079
C -2.010 3.441 0.404
C -2.714 0.790 0.613
H -5.611 4.981 2.487
H -1.942 -1.978 -3.579
H -3.210 5.095 1.952
H -2.329 3.780 3.872
H -0.625 2.834 -1.086
H 4.973 -3.670 2.184
H 3.473 2.298 -1.304
H -3.959 -2.806 2.147
H -5.321 4.395 0.846
H 6.922 -0.701 2.753
H 7.620 -1.321 1.236
H -3.003 -4.220 1.717
H -0.881 1.337 -2.837
H 8.422 0.010 2.108
H 4.205 -3.452 0.592
H 2.869 -1.654 0.151
H -3.851 2.897 3.973
H -2.998 -0.244 0.706
H -3.660 -1.987 -4.044
H -2.198 -2.644 1.913
H 1.346 -0.737 -1.118
H 3.454 -2.747 2.053
H -4.071 1.413 2.119
H -5.636 3.250 2.151
H -0.225 -0.322 -2.889
H -1.721 4.478 0.310
H -3.820 4.632 4.286
H -2.955 -0.568 -3.244
H 5.692 2.327 -0.205
*
```

The highest electronic energy belongs to which entry?
C3H14N2O